Record 1
Formula: C5H11NOS
Source: OMol25
Level of theory: ωB97M-V/def2-TZVPD

Values from the calculation:
HOMO level (alpha / beta) = -8.1 / -7.9 eV
molar mass = 133.216 g/mol
ΔE to the lowest compared entry with this formula, charge and spin = 139.38 kcal per mole
maximum force = 3.2 eV/Å
Kohn-Sham gap (alpha / beta) = 8.307 / 7.980 eV

```
! RIJCOSX wB97M-V def2-TZVPD def2/J DEFGRID3
* xyz 0 1
C 1.786 0.669 -0.417
H -2.897 0.790 0.707
N -0.559 0.638 -0.715
H 1.422 -1.876 -0.687
H 0.320 0.793 1.728
H 1.777 1.750 -0.092
C -3.099 -0.273 0.372
C 0.329 -0.203 1.286
S -1.219 1.733 0.171
H 2.618 0.281 0.102
H -1.838 2.449 -0.838
H -0.573 -0.729 1.349
H 0.157 -1.612 -1.857
H 1.153 -0.778 1.768
H -0.300 -2.014 -0.105
C 0.537 -0.127 -0.188
O -2.212 -0.641 -0.301
C 0.461 -1.520 -0.826
H 2.136 0.671 -1.457
*
```

***

Record 2
Formula: C35H38AuN2O10PSTe
Source: OMol25
Level of theory: ωB97M-V/def2-TZVPD

Values from the calculation:
HOMO level = -2.2 eV
molar mass = 1034.301 g/mol
ΔE to the lowest compared entry with this formula, charge and spin = 0.95 kcal per mole
maximum force = 0.4 eV/Å
Kohn-Sham gap = 6.230 eV

```
! RIJCOSX wB97M-V def2-TZVPD def2/J DEFGRID3
* xyz -2 1
C -1.754 2.533 -3.101
N 1.580 -5.023 -0.718
C 5.668 0.364 0.961
H 0.081 3.592 -3.441
H -3.790 1.883 -0.549
C -3.584 0.987 0.025
C 2.592 0.967 -2.352
N -1.806 -3.443 -0.811
H 2.556 2.418 2.705
Te -1.087 -0.394 -5.176
O -3.694 -4.948 -0.187
H 6.508 0.975 0.652
C -4.196 -2.158 -2.779
H 0.108 -2.411 3.833
C -4.566 0.027 0.191
H -0.512 3.983 1.050
H 2.500 1.831 -1.714
H -4.943 -0.141 -3.020
C -1.714 0.596 5.399
H -4.516 -2.224 -1.740
C -0.666 -0.688 1.927
H -0.750 4.067 -1.954
C 1.037 2.480 1.201
C -4.267 -1.131 0.896
H -5.018 -1.903 1.026
H -4.935 -2.660 -3.410
C 3.452 -0.488 0.518
O -0.289 -1.984 1.644
H 4.518 0.845 -0.775
C -3.002 -1.313 1.421
C 2.916 0.060 -4.559
C 2.170 -0.610 -0.330
C 0.531 0.252 1.623
O 1.794 -1.935 -0.180
C 3.528 -1.219 1.702
O -0.653 -0.875 -1.879
H -1.371 4.607 -3.521
C -0.552 -1.479 5.667
C 2.776 -1.215 -4.036
H 6.602 -0.286 2.784
O 0.693 -4.661 0.102
H -1.342 -0.330 7.303
S -2.402 -4.364 0.197
C -0.886 -0.573 3.456
Au -0.038 -2.593 -0.441
H 0.290 0.458 -0.531
H -3.818 -0.663 -4.295
H -5.551 0.169 -0.239
H -1.907 2.263 -4.155
H -3.252 -2.692 -2.860
H 1.469 3.820 2.831
C -2.315 0.801 0.560
H 2.811 -2.078 -4.689
C -4.037 -0.723 -3.223
H 2.423 -2.396 -2.284
C 2.824 1.148 -3.709
C 4.543 0.290 0.152
H -0.162 -2.265 6.303
C -0.390 -1.567 4.291
H -0.363 2.920 -0.370
C 1.099 0.393 0.204
C 0.189 3.460 0.398
H -1.565 1.560 0.411
C -1.213 -0.398 6.228
C -2.000 -0.358 1.254
O 1.738 -4.322 -1.700
H -1.947 1.282 3.383
O 0.187 1.617 1.937
C 2.448 -0.313 -1.818
H 0.832 4.191 -0.095
O 1.777 1.658 0.336
H 3.063 0.204 -5.623
H 2.723 3.771 1.571
C -0.896 3.777 -2.994
H -2.757 -2.208 1.974
O -1.096 1.471 -2.433
C 2.011 3.173 2.141
C -1.552 0.507 4.025
H 2.701 -1.870 1.954
H 1.328 -0.064 2.307
H -2.737 2.682 -2.640
P -1.434 -0.061 -2.850
C 5.724 -0.344 2.151
H 2.910 2.155 -4.103
O -3.010 -0.052 -2.503
H -2.239 1.444 5.823
C 4.647 -1.140 2.515
C 2.548 -1.399 -2.682
H 4.679 -1.712 3.434
*
```

***

Record 3
Formula: C19H19NO8Ti
Source: OMol25
Level of theory: ωB97M-V/def2-TZVPD

Values from the calculation:
HOMO level = -8.4 eV
molar mass = 437.227 g/mol
ΔE to the lowest compared entry with this formula, charge and spin = 0.00 kcal per mole
maximum force = 0.1 eV/Å
Kohn-Sham gap = 7.490 eV

```
! RIJCOSX wB97M-V def2-TZVPD def2/J DEFGRID3
* xyz 0 1
H 0.726 -0.909 -3.102
C 4.054 -4.832 -3.162
Ti 0.190 -0.156 -0.697
H -3.139 -0.590 -0.330
O 1.984 -0.601 -0.356
O 2.820 -2.150 1.004
C 1.928 -2.651 -2.643
C 4.117 -3.072 -1.386
C -0.410 -3.080 -0.651
H 1.340 1.321 1.266
H 4.707 -5.456 -3.760
H -1.322 -3.113 -0.065
C -1.831 -0.634 1.334
C 0.507 -4.023 -0.402
H 4.746 -2.493 -0.720
H -1.114 2.970 -0.609
O 0.705 1.646 0.613
H 2.563 -2.285 -3.447
C 2.742 -4.953 -3.345
O 0.108 1.022 -2.179
H -2.702 0.310 -2.247
O -0.575 -0.751 0.955
H 2.362 -5.655 -4.077
N -1.789 0.998 -0.489
H 5.792 -3.980 -2.181
O -1.071 2.024 -3.804
C -2.234 1.220 -1.870
C 1.835 -4.163 -1.074
C 0.706 -1.808 -2.492
H -2.944 2.043 -1.966
H -2.423 2.735 0.557
C -1.502 2.298 0.158
H -0.242 3.179 1.645
C -2.666 0.148 0.321
O -2.306 -1.091 2.339
H -3.452 0.710 0.830
C -0.461 2.187 1.248
C -1.004 1.486 -2.736
H 0.263 -4.778 0.335
C 2.634 -2.825 -1.250
H 2.410 -4.979 -0.646
C 4.710 -3.931 -2.214
C 1.669 -4.187 -2.635
H -0.264 -4.321 -2.605
O 0.456 -4.643 -3.162
C -0.277 -1.931 -1.569
H -0.781 1.542 2.067
C 2.462 -1.827 -0.097
*
```

***

Record 4
Formula: C47H47AlF6N3O3P2S2Te
Source: OMol25
Level of theory: ωB97M-V/def2-TZVPD

Values from the calculation:
HOMO level = -10.0 eV
molar mass = 1096.563 g/mol
ΔE to the lowest compared entry with this formula, charge and spin = 0.00 kcal per mole
maximum force = 0.9 eV/Å
Kohn-Sham gap = 7.170 eV

```
! RIJCOSX wB97M-V def2-TZVPD def2/J DEFGRID3
* xyz 1 1
C -4.457 -0.891 -5.776
H -1.859 -2.149 -6.397
H 2.901 -5.028 -3.120
F -1.967 3.260 1.864
C 2.791 1.372 -5.621
C 5.046 -0.423 -1.549
C 1.066 1.298 -3.968
H -4.793 -1.222 1.584
Te -2.597 -0.873 -3.335
C -5.736 -2.799 -6.582
H 8.575 -1.020 -3.026
C 1.450 -3.628 -3.884
C -3.736 -1.046 1.691
C 4.273 5.057 0.584
N -2.242 1.568 -0.418
F -0.042 2.693 0.583
F 1.110 3.691 2.408
C -4.473 1.051 -0.635
C 0.564 2.139 -6.156
C 3.352 3.812 -1.256
C -0.844 -2.037 -3.622
H 4.486 -2.207 -2.597
H 4.553 6.001 1.032
C 4.110 2.651 0.714
H -2.542 -4.265 -4.041
N 0.076 0.939 -1.622
C 6.087 0.464 -1.271
H -0.878 1.989 -4.569
C 3.547 2.631 -0.552
H 5.919 1.329 -0.643
H -0.206 -2.866 -0.345
H -4.955 1.197 -5.578
C -3.557 -4.006 -3.728
C 0.581 1.054 -2.645
H 2.519 -5.235 -4.831
C -2.950 -0.205 0.990
H 3.079 0.616 -3.632
C -4.148 0.573 -5.969
H -5.842 -0.831 -7.403
C 0.919 -3.347 -2.634
C -6.759 -3.386 -7.515
H -5.423 0.557 -0.525
C -5.121 -3.589 -5.617
C 0.825 -3.077 -4.996
H -6.416 -4.334 -7.928
C 4.467 3.872 1.274
H -5.369 -4.644 -5.559
H 3.554 5.939 -1.237
O 1.089 0.192 0.731
C -0.221 -2.563 -2.483
C -4.201 -3.071 -4.716
C 2.386 1.052 -4.337
H -0.710 3.413 -1.641
H 2.911 3.766 -2.245
C 7.350 0.246 -1.802
P 3.297 -0.147 -1.125
C 3.319 -0.574 0.680
C 7.590 -0.860 -2.607
H 3.817 1.195 -5.913
H -0.277 -1.761 4.036
C 6.566 -1.756 -2.878
H 3.541 -3.903 -4.319
H 1.397 -3.754 -1.748
H -2.005 3.889 -2.770
C -3.293 0.759 -0.046
H -0.226 -1.855 -6.996
H -0.140 2.550 -6.867
C -0.306 -2.275 -4.895
H 4.891 3.886 2.270
C 5.299 -1.528 -2.362
C 3.714 5.022 -0.686
H 6.750 -2.618 -3.507
N -1.621 -0.180 1.389
H -7.694 -3.580 -6.986
H -3.226 0.861 -5.471
H 4.259 -0.377 1.188
C -3.876 -1.704 -4.797
C 0.148 1.834 -4.875
H -6.977 -2.710 -8.341
H -1.068 -0.621 -6.044
C -0.112 -1.223 3.105
F -0.802 4.220 3.650
C -1.403 -0.988 2.410
C 1.886 1.915 -6.525
H 0.546 -1.821 2.472
S -2.804 -1.816 2.898
C -0.763 -2.313 -1.101
C -0.897 -1.696 -6.153
C -2.614 2.512 -1.248
H 2.211 2.162 -7.527
C -5.386 -1.461 -6.647
H 8.149 0.943 -1.587
H -3.480 -3.554 -2.738
H -0.650 -1.252 -0.875
H 0.397 -0.281 3.310
H 4.255 1.746 1.280
C 2.668 -4.498 -4.043
H 1.227 -3.282 -5.983
P -0.448 3.569 2.282
Al -0.387 0.975 0.307
H -1.964 4.519 -1.120
F -0.369 2.056 2.826
H 3.141 -1.655 0.703
O 2.347 0.555 2.541
H -4.049 0.795 -7.033
H -1.821 -2.574 -1.032
C -1.767 3.640 -1.736
C 2.207 0.111 1.430
H -4.129 -4.929 -3.645
O 3.093 1.490 -1.188
F -0.505 4.879 1.402
S -4.266 2.402 -1.659
*
```

***

Among the records above, which one has the highest maximum force?
C5H11NOS

***

Among the records above, which one has the lowest molar mass?
C5H11NOS

***

The highest ΔE to the lowest compared entry with this formula, charge and spin belongs to which entry?
C5H11NOS

***

Among the records above, which one has the lowest molar mass?
C5H11NOS